A:
Molecular formula: H3O4PSi
Method: DFT, ωB97M-V/def2-TZVPD

Geometry as ORCA input:
```
! RIJCOSX wB97M-V def2-TZVPD def2/J DEFGRID3
* xyz -2 1
P -0.0322 0.7934 -0.7343
H 1.7065 -0.3034 -0.1496
O 1.3774 0.1366 -1.0097
O -0.9007 0.6185 -1.9182
O -1.6023 0.0347 2.0829
Si -0.8311 -0.4315 0.8634
O 0.0691 2.2502 -0.2964
H -1.3039 -1.6730 0.1399
H 1.5172 -1.4256 1.0221
*
```

Calculated values
Frontier orbital gap (eV): 7.25
LUMO energy (eV): 7.15

Formally, the Löwdin partial charges of the atoms, in units of the elementary charge, are as follows:
1. P -0.056
2. H -0.113
3. O -0.377
4. O -0.459
5. O -0.550
6. Si 0.251
7. O -0.490
8. H -0.095
9. H -0.110

B:
Molecular formula: H3O4PSi
Method: DFT, ωB97M-V/def2-TZVPD

Geometry as ORCA input:
```
! RIJCOSX wB97M-V def2-TZVPD def2/J DEFGRID3
* xyz -2 1
H 0.2684 -1.1368 -0.5716
O -3.7012 0.8153 0.2324
H 1.0606 2.2437 -1.2104
Si -2.2618 0.2725 0.4076
O 0.0354 -1.4945 0.2767
O -2.1206 -2.7083 0.9233
O -1.7106 -2.2436 -1.5397
H -1.0951 0.9029 1.1672
P -1.6290 -1.7689 -0.1468
*
```

Calculated values
Frontier orbital gap (eV): 5.11
LUMO energy (eV): 6.53

Formally, the Löwdin partial charges of the atoms, in units of the elementary charge, are as follows:
1. H -0.027
2. O -0.534
3. H -0.682
4. Si 0.459
5. O -0.351
6. O -0.450
7. O -0.418
8. H -0.076
9. P 0.079

Quick one: most stable of them? A